# 1
Density functional theory data (the ωB97M-V functional and the def2-TZVPD basis) for the ion C5H11N with charge +1 in a non-equilibrium geometry.

Values from the calculation:
lowest unoccupied orbital energy (spin up / spin down): -3.782 / -7.245 eV
charge: +1
expectation value of S²: 0.7640
gap between HOMO and LUMO (spin up / spin down): 10.86 / 8.85 eV
multiplicity: 2

Structure (XYZ):
```
17
Properties=species:S:1:pos:R:3:lowdin_charge:R:1
C 0.17 -0.37 -2.59 -0.059
C -0.52 -1.17 -1.48 -0.225
C -0.88 -0.28 -0.32 0.038
C 0.06 0.11 0.62 -0.084
N -0.02 1.18 1.45 0.058
C 0.65 0.85 2.81 0.018
H 0.93 -0.99 -3.10 0.094
H -0.52 -0.07 -3.39 0.091
H 0.70 0.43 -2.03 0.084
H 0.15 -1.92 -1.04 0.120
H -1.45 -1.68 -1.76 0.120
H -1.87 0.16 -0.42 0.141
H 1.09 -0.23 0.51 0.153
H -0.92 1.59 1.65 0.156
H 0.96 1.86 3.11 0.103
H 1.54 0.27 2.65 0.088
H -0.09 0.26 3.35 0.105
```

---

# 2
Density functional theory data (the ωB97M-V functional and the def2-TZVPD basis) for a structure of composition C45H34N7O3PS2Se2Ti.

Values from the calculation:
lowest unoccupied orbital energy (spin up / spin down): -0.111 / -0.111 eV
charge: 0
gap between HOMO and LUMO (spin up / spin down): 5.26 / 5.28 eV
multiplicity: 1

Structure (XYZ):
```
95
Properties=species:S:1:pos:R:3:lowdin_charge:R:1
Ti -0.91 -0.08 -1.82 0.931
N 1.59 -0.99 -4.30 0.135
C 1.61 -1.57 -3.09 -0.663
N 1.26 -0.93 -2.00 0.032
C 1.48 -1.70 -0.87 -0.323
C 1.91 -2.95 -1.10 -0.331
S 2.11 -3.20 -2.81 1.075
C 1.32 -0.93 0.41 -0.301
C 2.03 -0.30 2.29 -0.465
S 0.89 1.05 2.66 1.031
C 0.06 0.96 1.10 -0.679
N 0.22 0.03 0.22 0.044
N -0.81 1.99 0.90 0.124
H 1.61 0.03 -4.29 0.075
H 1.94 -1.49 -5.10 0.105
H 2.13 -3.74 -0.41 0.073
H 2.75 -0.37 3.11 0.114
H -0.73 2.75 1.55 0.080
H -0.88 2.32 -0.07 0.060
O 1.84 1.85 -3.42 0.035
C 1.05 2.26 -2.58 -0.548
O -0.04 1.68 -2.24 -0.162
C 1.33 3.58 -1.88 -0.164
C 2.57 4.21 -2.10 0.013
C 2.83 5.38 -1.45 0.001
C 1.85 5.93 -0.59 -0.156
C 2.04 7.14 0.13 -0.034
C 1.05 7.62 0.94 -0.079
C -0.17 6.92 1.07 -0.076
C -0.38 5.75 0.40 -0.022
C 0.64 5.22 -0.45 -0.209
N 0.40 4.05 -1.09 0.174
H 3.28 3.75 -2.78 0.115
H 3.77 5.90 -1.58 0.118
H 2.97 7.67 0.02 0.113
H 1.20 8.54 1.48 0.103
H -0.95 7.31 1.71 0.103
H -1.31 5.21 0.47 0.107
Se -3.38 -1.56 0.55 1.172
Se -3.66 -1.82 -3.03 0.613
C -2.70 -0.85 -4.30 -0.770
C -3.09 -0.89 -5.66 -0.140
C -2.44 -0.14 -6.60 -0.086
C -1.38 0.68 -6.20 -0.081
C -1.03 0.66 -4.87 -0.160
N -1.64 -0.09 -3.93 -0.064
C -3.51 0.22 -0.09 -0.580
C -4.54 0.97 0.49 -0.117
C -4.77 2.25 0.05 -0.067
C -3.98 2.75 -0.99 -0.054
C -3.00 1.95 -1.52 -0.136
N -2.72 0.70 -1.06 -0.078
H -3.92 -1.53 -5.92 0.085
H -2.76 -0.17 -7.64 0.102
H -0.85 1.31 -6.90 0.096
H -0.22 1.28 -4.52 0.079
H -5.14 0.53 1.28 0.099
H -5.56 2.84 0.49 0.107
H -4.14 3.74 -1.40 0.108
H -2.38 2.30 -2.33 0.110
O -1.21 -1.92 -1.16 -0.217
C -1.79 -2.30 -0.12 -0.708
C -1.40 -3.55 0.57 -0.262
C -1.61 -4.75 -0.10 -0.006
C -1.27 -5.95 0.51 -0.062
C -0.71 -5.94 1.78 -0.068
C -0.47 -4.74 2.43 -0.089
C -0.79 -3.52 1.83 -0.303
P -0.41 -1.87 2.55 1.141
C 1.31 -1.61 1.84 -0.420
C 2.22 -2.79 2.03 -0.091
C 3.52 -2.89 1.74 -0.081
C 4.34 -1.91 1.03 -0.078
C 3.93 -0.71 0.62 -0.030
C 2.59 -0.11 0.86 -0.196
C -0.07 -2.33 4.29 -0.374
C 1.16 -2.24 4.95 -0.084
C 1.27 -2.53 6.30 -0.078
C 0.15 -2.91 7.03 -0.089
C -1.08 -3.00 6.39 -0.082
C -1.19 -2.70 5.04 -0.111
H -2.05 -4.73 -1.09 0.128
H -1.45 -6.88 0.00 0.107
H -0.46 -6.87 2.27 0.105
H -0.02 -4.75 3.42 0.104
H 1.77 -3.65 2.52 0.091
H 4.02 -3.82 2.01 0.109
H 5.35 -2.22 0.79 0.103
H 4.62 -0.10 0.05 0.113
H 2.57 0.91 0.49 0.139
H 2.05 -1.97 4.40 0.085
H 2.23 -2.45 6.79 0.104
H 0.23 -3.13 8.08 0.102
H -1.96 -3.29 6.95 0.104
H -2.15 -2.76 4.55 0.108
```

---

# 3
Density functional theory data (the ωB97M-V functional and the def2-TZVPD basis) for a cluster of 4 separate species, C2H11NO5 in total in a non-equilibrium geometry.

Values from the calculation:
lowest unoccupied orbital energy: 0.276 eV
charge: 0
gap between HOMO and LUMO: 10.73 eV
multiplicity: 1

Structure (XYZ):
```
19
Properties=species:S:1:pos:R:3:lowdin_charge:R:1
C -2.33 2.54 -0.80 -0.078
N -1.68 1.37 -0.05 0.008
C -0.35 1.24 0.21 -0.677
O 0.16 0.41 0.94 0.055
O 0.39 1.94 -0.67 0.075
H -3.43 2.45 -0.85 0.065
H -2.27 3.49 -0.16 0.090
H -1.92 2.74 -1.87 0.114
H -2.44 0.89 0.67 0.218
H 1.33 1.59 -0.68 0.168
O 0.25 -2.40 2.94 -0.048
H 0.74 -1.78 2.41 0.006
H -0.59 -1.97 3.05 0.018
O 4.41 -3.66 0.33 -0.031
H 4.58 -2.75 0.17 0.017
H 4.48 -3.98 1.21 0.015
O -0.29 -0.63 -2.64 -0.110
H -0.89 -1.43 -2.33 0.106
H -0.15 -0.05 -1.87 -0.010
```

---

# 4
Density functional theory data (the ωB97M-V functional and the def2-TZVPD basis) for a cluster of 11 separate species, C25H72O14 in total in a non-equilibrium geometry.

Values from the calculation:
lowest unoccupied orbital energy: 0.249 eV
charge: 0
gap between HOMO and LUMO: 9.90 eV
multiplicity: 1

Structure (XYZ):
```
111
Properties=species:S:1:pos:R:3:lowdin_charge:R:1
C -14.37 1.24 16.59 -0.058
C -13.65 1.89 15.43 -0.478
C -13.40 1.02 14.22 -0.068
O -14.48 3.05 15.14 -0.099
H -15.32 0.81 16.24 0.082
H -14.64 2.00 17.32 0.079
H -13.72 0.46 16.98 0.079
H -12.74 2.42 15.69 0.134
H -12.56 0.41 14.52 0.065
H -13.02 1.61 13.35 0.093
H -14.29 0.42 13.91 0.083
H -15.43 2.87 14.99 0.095
C -14.93 -2.58 14.21 -0.061
C -14.75 -3.97 13.67 -0.464
C -14.11 -4.86 14.73 -0.052
O -15.98 -4.56 13.25 -0.086
H -13.97 -2.15 14.49 0.069
H -15.62 -2.55 15.08 0.100
H -15.37 -1.84 13.54 0.056
H -14.11 -3.88 12.80 0.120
H -13.96 -5.91 14.41 0.065
H -14.75 -4.76 15.60 0.074
H -13.10 -4.56 15.14 0.089
H -16.66 -4.64 13.98 0.086
C -21.07 -8.72 12.35 -0.045
C -20.01 -7.66 12.17 -0.497
C -19.40 -7.21 13.47 -0.074
O -18.97 -8.19 11.31 -0.062
H -20.51 -9.51 12.85 0.078
H -21.24 -9.10 11.34 0.076
H -21.98 -8.42 12.92 0.097
H -20.43 -6.76 11.71 0.102
H -18.72 -6.41 13.34 0.044
H -18.96 -8.05 14.02 0.098
H -20.21 -6.77 14.09 0.086
H -18.23 -7.55 11.30 0.038
O -17.29 0.11 13.67 -0.112
C -18.25 -0.94 13.37 -0.239
C -19.12 -1.07 14.58 -0.229
O -19.94 -2.22 14.62 -0.089
H -17.10 0.54 12.78 0.073
H -18.82 -0.69 12.43 0.134
H -17.62 -1.81 13.25 0.084
H -19.69 -0.13 14.71 0.134
H -18.47 -1.13 15.46 0.129
H -20.43 -2.25 13.79 0.050
O -21.18 -4.38 16.23 -0.072
C -19.96 -4.41 16.99 -0.219
C -18.74 -5.11 16.33 -0.191
O -18.11 -4.42 15.21 -0.129
H -21.21 -3.51 15.84 0.051
H -19.68 -3.40 17.19 0.104
H -20.18 -4.99 17.93 0.131
H -19.12 -6.11 15.97 0.108
H -17.96 -5.26 17.06 0.111
H -18.82 -3.89 14.75 0.082
O -16.53 0.72 10.93 -0.062
C -16.78 -0.53 10.35 -0.285
C -15.97 -0.86 9.14 -0.183
O -16.21 0.21 8.13 -0.081
H -16.65 1.39 10.24 0.105
H -16.48 -1.32 11.07 0.130
H -17.84 -0.57 10.23 0.111
H -16.32 -1.85 8.78 0.132
H -14.91 -0.90 9.39 0.113
H -16.49 -0.27 7.35 0.078
C -12.12 -1.24 11.96 -0.085
C -11.35 -2.07 10.91 -0.311
O -11.76 -1.82 9.59 -0.077
H -11.91 -1.49 12.99 0.062
H -13.18 -1.42 11.82 0.059
H -11.84 -0.20 11.89 0.066
H -11.61 -3.10 11.11 0.084
H -10.27 -1.91 11.02 0.116
H -11.26 -1.06 9.26 0.093
C -15.73 -8.41 12.82 -0.073
C -15.55 -7.67 11.51 -0.275
O -16.54 -6.64 11.41 -0.121
H -15.69 -7.77 13.69 0.062
H -14.94 -9.14 12.95 0.069
H -16.71 -8.90 12.80 0.070
H -15.66 -8.26 10.62 0.116
H -14.51 -7.27 11.47 0.089
H -16.41 -6.05 12.18 0.048
C -11.84 -7.18 12.83 -0.073
C -11.87 -6.24 11.62 -0.277
O -11.99 -7.03 10.37 -0.111
H -11.85 -6.59 13.78 0.054
H -10.96 -7.83 12.76 0.083
H -12.79 -7.74 12.86 0.058
H -11.05 -5.56 11.59 0.084
H -12.78 -5.58 11.54 0.100
H -12.40 -6.49 9.67 0.075
C -19.23 -4.02 11.16 -0.058
C -20.60 -4.11 11.82 -0.257
O -21.08 -2.78 12.17 -0.106
H -18.53 -3.63 11.87 0.046
H -19.27 -3.30 10.32 0.083
H -18.89 -5.00 10.79 0.076
H -20.45 -4.66 12.77 0.103
H -21.33 -4.58 11.16 0.112
H -21.65 -2.46 11.45 0.102
C -12.10 -7.50 17.04 -0.087
C -12.09 -6.15 17.76 -0.291
O -12.59 -6.48 19.08 -0.080
H -11.94 -7.34 15.96 0.049
H -13.08 -7.99 17.09 0.079
H -11.34 -8.17 17.42 0.072
H -12.76 -5.40 17.31 0.085
H -11.04 -5.81 17.69 0.114
H -12.34 -5.77 19.64 0.061
```

---

# 5
Density functional theory data (the ωB97M-V functional and the def2-TZVPD basis) for a structure of composition N6O18Pb2 in a non-equilibrium geometry.

Values from the calculation:
lowest unoccupied orbital energy: -1.952 eV
charge: -2
gap between HOMO and LUMO: 1.62 eV
multiplicity: 1

Structure (XYZ):
```
26
Properties=species:S:1:pos:R:3:lowdin_charge:R:1
Pb 1.52 -4.37 -0.83 1.146
Pb -4.69 3.31 3.25 0.883
N -0.90 5.66 -2.59 -0.679
O 0.08 5.03 -2.38 0.091
O -1.33 6.51 -1.78 -0.002
O -1.71 5.39 -3.44 0.043
N 3.08 -1.79 3.49 -0.698
O 2.98 -1.45 4.63 0.013
O 3.24 -2.91 3.35 0.016
O 3.09 -0.88 2.52 -0.077
N -3.18 -0.84 6.76 -0.720
O -3.21 -0.03 5.85 -0.037
O -4.12 -1.13 7.35 0.032
O -2.15 -1.48 7.09 -0.032
N -2.18 0.20 0.06 -0.600
O -1.25 -0.67 0.04 -0.003
O -3.33 -0.05 0.54 -0.033
O -1.94 1.38 -0.15 0.040
N 4.44 -0.29 -2.93 -0.586
O 5.41 -1.00 -3.22 -0.014
O 4.37 0.94 -2.70 0.021
O 3.31 -0.88 -2.79 -0.028
N -0.44 -2.70 -5.55 -0.675
O 0.46 -3.12 -6.27 -0.041
O -0.81 -1.62 -5.89 0.020
O -0.73 -3.22 -4.44 -0.084
```

---

# 6
Density functional theory data (the ωB97M-V functional and the def2-TZVPD basis) for a structure of composition C15H18BKN12S.

Values from the calculation:
lowest unoccupied orbital energy (spin up / spin down): -3.721 / -7.948 eV
charge: +1
expectation value of S²: 0.7720
gap between HOMO and LUMO (spin up / spin down): 7.11 / 2.88 eV
multiplicity: 2

Structure (XYZ):
```
48
Properties=species:S:1:pos:R:3:lowdin_charge:R:1
K 2.64 0.26 -0.02 0.707
C 1.91 1.16 4.36 -0.054
C 2.55 0.95 3.13 -0.167
N 1.68 0.65 2.19 -0.102
N 0.46 0.66 2.76 0.022
C 0.58 0.96 4.08 -0.063
B -0.73 0.32 1.79 -0.576
N -0.74 1.40 0.64 0.009
C -1.72 2.27 0.31 -0.067
C -1.30 3.02 -0.76 -0.059
C -0.01 2.53 -1.03 -0.192
N 0.32 1.55 -0.18 -0.044
N -0.49 -1.11 1.19 0.009
C -1.27 -2.21 1.30 -0.067
C -0.67 -3.25 0.63 -0.059
C 0.51 -2.68 0.13 -0.192
N 0.61 -1.40 0.47 -0.044
N -2.14 0.32 2.41 -0.019
C -2.66 0.54 3.65 -0.073
C -4.01 0.40 3.59 -0.061
C -4.26 0.08 2.24 -0.153
N -3.14 0.03 1.53 0.045
H 2.35 1.42 5.32 0.098
H 3.61 1.00 2.90 0.099
H -0.25 1.03 4.75 0.093
H -2.65 2.30 0.85 0.118
H -1.83 3.82 -1.26 0.094
H 0.71 2.89 -1.75 0.096
H -2.20 -2.19 1.85 0.118
H -1.03 -4.26 0.54 0.094
H 1.31 -3.17 -0.41 0.096
H -2.06 0.79 4.51 0.091
H -4.72 0.50 4.39 0.096
H -5.20 -0.13 1.75 0.104
C 0.05 -1.12 -5.06 0.037
C 1.49 -0.91 -4.79 -0.245
N 2.48 -1.01 -5.67 0.191
N 3.57 -0.75 -4.98 0.070
C 3.35 -0.48 -3.68 -0.684
S 4.49 -0.11 -2.50 0.897
N 2.00 -0.59 -3.57 -0.065
N 1.34 -0.39 -2.37 0.097
H -0.08 -1.36 -6.11 0.103
H -0.51 -0.21 -4.82 0.107
H -0.34 -1.93 -4.44 0.107
H 4.48 -0.76 -5.44 0.188
H 0.69 0.39 -2.41 0.103
H 0.85 -1.23 -2.05 0.103
```

---

# 7
Density functional theory data (the ωB97M-V functional and the def2-TZVPD basis) for a cluster of 2 separate species, C9H14 in total in a non-equilibrium geometry.

Values from the calculation:
lowest unoccupied orbital energy (spin up / spin down): 3.671 / 3.515 eV
charge: -1
expectation value of S²: 0.7544
gap between HOMO and LUMO (spin up / spin down): 2.42 / 7.94 eV
multiplicity: 2

Structure (XYZ):
```
23
Properties=species:S:1:pos:R:3:lowdin_charge:R:1
C -0.16 2.58 -3.65 -0.216
C 0.17 3.46 -2.45 -0.220
H -1.09 2.03 -3.49 0.051
H -0.32 3.18 -4.56 0.049
H 0.64 1.89 -3.93 0.049
H 0.86 4.28 -2.69 0.050
H 0.67 2.81 -1.74 0.052
H -0.65 4.07 -2.08 0.051
C 1.25 -3.00 2.82 -0.161
C -1.19 -0.25 0.51 -0.170
C -1.08 -0.15 1.94 -0.178
C -0.52 -1.30 -0.08 -0.209
C -0.26 -1.01 2.62 -0.150
C 0.31 -2.20 0.59 -0.147
C 0.52 -2.01 1.97 -0.339
H -1.85 0.38 -0.07 0.059
H -1.74 0.56 2.43 0.064
H -0.49 -1.41 -1.16 0.069
H -0.12 -0.96 3.70 0.076
H 0.74 -3.10 0.16 0.063
H 1.46 -3.93 2.27 0.048
H 0.63 -3.30 3.68 0.050
H 2.21 -2.62 3.18 0.059
```

---

# 8
Density functional theory data (the ωB97M-V functional and the def2-TZVPD basis) for the molecule C4H10OSi in a non-equilibrium geometry.

Values from the calculation:
lowest unoccupied orbital energy: 0.817 eV
charge: 0
gap between HOMO and LUMO: 10.44 eV
multiplicity: 1

Structure (XYZ):
```
16
Properties=species:S:1:pos:R:3:lowdin_charge:R:1
C 0.29 -0.84 1.72 -0.008
C -0.47 -1.57 0.95 -0.260
C -0.53 -1.47 -0.55 -0.258
Si 0.38 0.14 -1.37 0.551
C -0.18 1.90 -0.88 -0.197
O 1.94 0.16 -0.83 -0.190
H 0.23 -1.06 2.77 0.060
H 0.91 -0.20 1.20 0.011
H -0.91 -2.50 1.36 0.099
H -1.59 -1.43 -0.89 0.070
H -0.02 -2.19 -1.16 0.041
H 0.34 -0.23 -2.85 -0.002
H -0.73 2.06 0.07 0.040
H 0.54 2.82 -0.98 0.080
H -0.91 2.10 -1.56 -0.053
H 2.65 0.15 -1.41 0.017
```

---

So what do the calculations give for calculated total energy? Going down the list: -6844.464 -248559.502 -13979.477 -55754.394 -56253.316 -61559.424 -9558.302 -14234.884 eV.